The following is a quantum chemistry calculation of an isolated molecule of C2H6N5P in a non-equilibrium geometry, from the Open Molecules 2025 dataset.

Computed properties:
HOMO = -9.1648 eV
energy relative to the best compared isomer or geometry (same formula, charge and spin) = 18.2 kcal per mole
structure (SMILES) = [H]/N=P/N[C@@H]1CNN=N1
frontier orbital gap = 9.837 eV

Atoms and positions in Å:
C  1.398  0.304  0.621
C  -0.069  0.758  0.734
N  -0.564  -0.020  1.872
N  0.260  -0.882  2.114
N  -2.446  -0.929  -1.882
N  1.408  -0.860  1.468
N  -0.806  0.091  -0.518
P  -2.246  0.461  -1.257
H  1.544  0.184  -0.407
H  2.088  1.047  1.006
H  -0.058  1.835  0.729
H  -3.109  -1.185  -2.508
H  2.157  -1.452  1.811
H  -0.652  -0.788  -0.231

For each atom in turn, the natural (NBO) charge in e is: number 1, C, carries -0.289; number 2, C, carries 0.046; number 3, N, carries -0.241; number 4, N, carries 0.037; number 5, N, carries -1.186; number 6, N, carries -0.441; number 7, N, carries -0.956; number 8, P, carries 1.223; number 9, H, carries 0.228; number 10, H, carries 0.198; number 11, H, carries 0.217; number 12, H, carries 0.370; number 13, H, carries 0.417; number 14, H, carries 0.380


The following is a quantum chemistry calculation of a structure of composition C4H5NO3 in a non-equilibrium geometry, from the Open Molecules 2025 dataset.

Computed properties:
HOMO = -9.6508 eV
energy relative to the best compared isomer or geometry (same formula, charge and spin) = 260.8 kcal per mole
frontier orbital gap = 9.733 eV

Atoms and positions in Å:
C  0.070  -0.696  0.020
C  1.513  -0.843  -0.459
C  0.766  0.453  -0.642
C  -1.240  -0.357  -0.236
H  0.114  0.263  1.484
H  2.298  -1.144  -1.255
H  1.715  -0.617  0.994
H  0.268  0.411  -1.614
H  -2.235  1.833  0.289
N  -1.230  1.010  0.310
O  0.071  -0.812  1.444
O  0.201  1.500  0.113
O  -2.312  -1.000  -0.448

For each atom in turn, the natural (NBO) charge in e is: number 1, C, carries 0.049; number 2, C, carries -0.398; number 3, C, carries 0.012; number 4, C, carries 0.619; number 5, H, carries 0.502; number 6, H, carries 0.281; number 7, H, carries 0.297; number 8, H, carries 0.165; number 9, H, carries 0.461; number 10, N, carries -0.429; number 11, O, carries -0.659; number 12, O, carries -0.375; number 13, O, carries -0.525


The following is a quantum chemistry calculation of a structure of composition C38H43IrN3OS2Si in a non-equilibrium geometry, from the Open Molecules 2025 dataset.

Computed properties:
HOMO (spin up / spin down) = -5.8772 / -6.6922 eV
multiplicity = 6
frontier orbital gap (spin up / spin down) = 6.381 / 5.675 eV

Atoms and positions in Å:
Ir  0.335  0.445  1.299
C  1.665  0.928  -2.110
N  2.251  1.438  -0.884
C  3.540  0.842  -0.469
C  3.380  -0.480  0.247
N  2.694  -0.377  1.580
C  3.307  0.643  2.461
C  2.471  -1.673  2.188
C  3.244  -2.821  1.973
C  2.837  -4.004  2.623
C  1.692  -4.096  3.423
C  0.916  -2.940  3.655
C  1.327  -1.761  3.034
S  0.433  -0.312  3.385
C  2.224  2.851  -0.851
C  2.816  3.687  -1.810
C  2.812  5.066  -1.595
C  2.165  5.651  -0.506
C  1.424  4.825  0.371
C  1.476  3.443  0.205
S  0.686  2.638  1.537
H  2.178  1.273  -3.018
H  0.621  1.250  -2.189
H  1.667  -0.155  -2.107
H  4.087  1.559  0.174
H  4.150  0.719  -1.367
H  4.365  -0.949  0.402
H  2.827  -1.211  -0.342
H  4.398  0.514  2.482
H  2.867  0.561  3.455
H  3.064  1.642  2.066
H  4.155  -2.789  1.355
H  3.418  -4.928  2.437
H  1.403  -5.060  3.865
H  0.022  -2.910  4.305
H  3.347  3.256  -2.662
H  3.334  5.695  -2.335
H  2.264  6.733  -0.318
H  0.835  5.233  1.196
C  -2.361  2.453  2.998
Si  -2.703  0.716  2.515
C  -4.317  0.835  1.572
C  -2.896  -0.139  4.180
N  -1.537  -0.192  1.357
C  -1.936  -1.468  1.014
C  -3.087  -2.083  1.597
C  -3.575  -3.309  1.173
C  -2.921  -4.008  0.153
C  -1.774  -3.470  -0.396
C  -1.246  -2.251  -0.008
O  -0.090  -1.766  -0.574
C  0.678  -2.566  -1.471
C  1.498  -3.564  -0.984
C  2.474  -4.102  -1.824
C  2.559  -3.702  -3.159
C  1.610  -2.796  -3.663
C  0.645  -2.219  -2.839
H  -3.272  2.847  3.416
H  -2.101  3.088  2.145
H  -1.583  2.557  3.765
H  -5.072  1.363  2.137
H  -4.786  -0.124  1.282
H  -4.151  1.354  0.610
H  -3.788  0.301  4.661
H  -2.036  0.093  4.836
H  -3.000  -1.214  4.157
H  -3.651  -1.573  2.407
H  -4.467  -3.705  1.661
H  -3.330  -4.959  -0.189
H  -1.257  -4.052  -1.166
H  1.425  -3.888  0.072
H  3.120  -4.899  -1.437
H  3.307  -4.123  -3.809
H  1.603  -2.517  -4.741
H  0.006  -1.423  -3.213
C  -1.962  1.481  -1.248
C  -2.567  1.896  -2.421
C  -3.161  0.950  -3.328
C  -3.765  1.349  -4.486
C  -3.691  2.696  -4.880
C  -3.061  3.630  -4.054
C  -2.491  3.252  -2.859
H  -1.513  2.231  -0.598
H  -2.013  0.438  -0.918
H  -3.166  -0.112  -3.059
H  -4.218  0.579  -5.124
H  -4.177  3.054  -5.789
H  -2.960  4.672  -4.384
H  -1.940  3.959  -2.241

For each atom in turn, the Löwdin charge in e is: number 1, Ir, carries 0.947; number 2, C, carries -0.059; number 3, N, carries -0.193; number 4, C, carries -0.147; number 5, C, carries -0.153; number 6, N, carries -0.242; number 7, C, carries -0.107; number 8, C, carries -0.277; number 9, C, carries -0.038; number 10, C, carries -0.112; number 11, C, carries -0.087; number 12, C, carries -0.104; number 13, C, carries -0.580; number 14, S, carries 0.616; number 15, C, carries -0.281; number 16, C, carries -0.021; number 17, C, carries -0.100; number 18, C, carries -0.081; number 19, C, carries -0.135; number 20, C, carries -0.556; number 21, S, carries 0.612; number 22, H, carries 0.090; number 23, H, carries 0.087; number 24, H, carries 0.053; number 25, H, carries 0.128; number 26, H, carries 0.126; number 27, H, carries 0.118; number 28, H, carries 0.105; number 29, H, carries 0.100; number 30, H, carries 0.057; number 31, H, carries 0.039; number 32, H, carries 0.111; number 33, H, carries 0.105; number 34, H, carries 0.105; number 35, H, carries 0.110; number 36, H, carries 0.115; number 37, H, carries 0.106; number 38, H, carries 0.108; number 39, H, carries 0.093; number 40, C, carries -0.211; number 41, Si, carries 0.418; number 42, C, carries -0.162; number 43, C, carries -0.195; number 44, N, carries -0.322; number 45, C, carries -0.290; number 46, C, carries -0.073; number 47, C, carries -0.091; number 48, C, carries -0.093; number 49, C, carries -0.036; number 50, C, carries -0.197; number 51, O, carries -0.057; number 52, C, carries -0.271; number 53, C, carries -0.026; number 54, C, carries -0.071; number 55, C, carries -0.083; number 56, C, carries -0.076; number 57, C, carries -0.021; number 58, H, carries 0.034; number 59, H, carries 0.011; number 60, H, carries 0.037; number 61, H, carries 0.029; number 62, H, carries 0.034; number 63, H, carries 0.034; number 64, H, carries 0.046; number 65, H, carries 0.014; number 66, H, carries 0.014; number 67, H, carries 0.067; number 68, H, carries 0.106; number 69, H, carries 0.103; number 70, H, carries 0.119; number 71, H, carries 0.129; number 72, H, carries 0.111; number 73, H, carries 0.096; number 74, H, carries 0.118; number 75, H, carries 0.123; number 76, C, carries 0.044; number 77, C, carries -0.306; number 78, C, carries -0.052; number 79, C, carries -0.103; number 80, C, carries -0.093; number 81, C, carries -0.103; number 82, C, carries -0.044; number 83, H, carries 0.046; number 84, H, carries 0.047; number 85, H, carries 0.113; number 86, H, carries 0.107; number 87, H, carries 0.099; number 88, H, carries 0.107; number 89, H, carries 0.111